No. 1
ORCA calculation (ωB97M-V/def2-TZVPD) on a molecular structure, C39H41N4O8PReS4 at a distorted geometry.

Cartesian coordinates (Å):
Re 0.3230 0.2723 -0.3088
O 2.6724 -1.6681 -3.1455
C 1.9077 -1.7420 -2.1093
O 1.0576 -0.8608 -1.8961
C 2.0592 -2.9754 -1.2722
O 1.4614 -2.7979 -0.0225
C 2.3298 -2.5726 1.0746
C 2.6384 -1.1137 1.3180
O 3.6613 -0.7462 1.8100
O 1.6304 -0.2384 1.0678
H 2.6103 -0.7776 -3.5653
H 3.1133 -3.2548 -1.2256
H 1.5172 -3.7657 -1.8044
H 3.2686 -3.1185 0.9857
H 1.7972 -2.9380 1.9556
C 1.4614 0.2893 7.3933
C 1.4000 0.8305 5.9922
C 0.2002 1.3022 5.4537
C 0.1415 1.7907 4.1609
C 1.3043 1.8095 3.3990
C 2.5118 1.3451 3.9035
C 2.5495 0.8706 5.2034
S 1.2988 2.3945 1.7421
C 0.6926 4.0425 1.9996
O 0.0110 1.7607 1.0376
H 0.4916 0.3353 7.8845
H 2.1754 0.8537 7.9947
H 1.7955 -0.7493 7.3884
H -0.6952 1.3005 6.0631
H -0.7937 2.1660 3.7638
H 3.4070 1.3476 3.2932
H 3.4888 0.5128 5.6073
H -0.3093 3.9868 2.4206
H 0.6868 4.5569 1.0402
H 1.3800 4.5259 2.6924
C -1.7482 -0.5041 2.3652
P -1.5445 -1.0424 0.6476
C -1.4062 -2.8408 0.7088
C -1.4243 -3.5098 1.9281
C -1.3393 -4.8984 1.9589
C -1.2364 -5.6150 0.7784
C -1.2087 -4.9442 -0.4417
C -1.2888 -3.5635 -0.4789
C -3.1456 -0.6349 -0.0916
C -3.4511 0.7122 -0.2887
C -4.7008 1.0826 -0.7577
C -5.6524 0.1064 -1.0310
C -5.3578 -1.2329 -0.8179
C -4.1079 -1.6079 -0.3432
H -2.6112 -1.0109 2.7957
H -1.9309 0.5690 2.3530
H -0.8495 -0.6957 2.9528
H -1.5023 -2.9711 2.8625
H -1.3578 -5.4156 2.9091
H -1.1693 -6.6948 0.8068
H -1.1091 -5.5052 -1.3644
H -1.2396 -3.0366 -1.4283
H -2.7154 1.4802 -0.0674
H -4.9355 2.1287 -0.9067
H -6.6297 0.3938 -1.3966
H -6.1084 -1.9894 -1.0086
H -3.8899 -2.6532 -0.1670
N 6.0928 6.2602 -0.5436
C 5.4513 5.1039 -0.8682
C 5.4086 4.0311 0.0395
C 4.7462 2.8675 -0.2802
C 4.1237 2.7530 -1.5246
C 4.1481 3.8096 -2.4363
C 4.8087 4.9711 -2.1113
S 3.1702 1.3582 -1.8550
O 3.5854 0.2749 -1.0086
O 3.0839 1.1282 -3.2794
N 1.6126 1.7162 -1.3423
C 0.6101 1.9123 -2.2631
S 0.5227 2.7433 -3.7433
C -1.1601 2.3365 -3.8463
C -1.5549 1.5824 -2.8109
N -0.5374 1.3462 -1.8937
H 6.6923 6.2911 0.2615
H 6.2589 6.9548 -1.2497
H 5.9259 4.1184 0.9876
H 4.7380 2.0261 0.4024
H 3.6852 3.7001 -3.4092
H 4.8542 5.7859 -2.8235
H -1.7485 2.6540 -4.6913
H -2.5337 1.1652 -2.6549
S -1.5847 -1.6617 -3.6220
C -3.1810 -2.0877 -3.9786
N -3.7066 -3.2600 -3.5215
C -4.9742 -3.6984 -3.7461
C -5.8316 -2.9478 -4.4766
C -5.3562 -1.7222 -4.9950
C -4.0781 -1.3078 -4.7567
H -3.0768 -3.8405 -2.9842
H -5.2303 -4.6580 -3.3207
H -6.8360 -3.2951 -4.6637
H -6.0142 -1.1103 -5.5992
H -3.6996 -0.3820 -5.1643

## Properties
* molar mass: 1039.2 g/mol
* total energy: -118197.25461 eV
* orbital gap (alpha / beta): 7.5 / 5.8 eV
* net charge: +2
* ΔE to the lowest compared entry with this formula, charge and spin: 7.1 kcal/mol
* 2S+1: 4
* F_max: 0.0286 Eh/bohr
* HOMO energy (alpha / beta): -12.16 / -12.16 eV
* LUMO (alpha / beta): -4.64 / -6.34 eV



No. 2
ORCA calculation (ωB97M-V/def2-TZVPD) on a molecular structure, C39H41N5O6S3W.

Cartesian coordinates (Å):
W -0.0331 -0.2255 1.0741
O -2.4596 2.8571 2.3230
C -1.4197 2.2478 2.5130
O -1.2430 1.0395 2.0253
C -0.3512 2.8034 3.3733
C -0.7045 3.7088 4.3740
C 0.2622 4.2675 5.1849
C 1.6002 3.9350 4.9823
C 1.9605 3.0558 3.9794
C 0.9850 2.4760 3.1609
S 1.5374 1.4476 1.8509
H -1.7510 3.9572 4.4918
H -0.0160 4.9605 5.9678
H 2.3668 4.3692 5.6118
H 2.9995 2.8019 3.8130
O -4.8056 -0.6493 -4.2064
C -4.7785 0.4751 -3.3467
C -3.7413 0.2679 -2.2825
C -3.6043 1.1708 -1.2330
C -2.6270 0.9900 -0.2848
N -1.7587 -0.0492 -0.2925
C -1.9210 -0.9428 -1.2956
C -2.8852 -0.8080 -2.2878
C -1.0194 -2.0830 -1.2527
C -1.0217 -3.0950 -2.2090
C -0.1915 -4.1870 -2.0681
C -0.1838 -5.2847 -3.1022
O -0.2088 -4.7876 -4.4292
C 0.6104 -4.2414 -0.9327
C 0.5760 -3.2038 -0.0307
N -0.1944 -2.1146 -0.1907
H -5.4608 -0.4993 -4.8928
H -5.7517 0.6328 -2.8688
H -4.5311 1.3871 -3.9032
H -4.2615 2.0263 -1.1354
H -2.5420 1.6950 0.5208
H -2.9775 -1.5485 -3.0659
H -1.6699 -3.0338 -3.0703
H -1.0876 -5.8870 -2.9990
H 0.6729 -5.9441 -2.9348
H 0.5946 -4.2786 -4.5804
H 1.2648 -5.0827 -0.7463
H 1.1709 -3.2349 0.8672
O 5.3449 -1.6382 -0.0056
C 5.0718 -2.2226 1.1724
C 6.0910 -2.9628 1.7722
C 5.8824 -3.5875 2.9844
C 4.6530 -3.4907 3.6330
C 3.6396 -2.7628 3.0450
C 3.8229 -2.1263 1.8140
C 2.6899 -1.3877 1.2323
O 1.5540 -1.4276 1.8460
N 2.8465 -0.7911 0.0832
N 1.6526 -0.2179 -0.3583
C 1.7333 0.3075 -1.5285
S 3.2228 0.2979 -2.4459
C 2.6364 1.4891 -3.6841
C 1.1495 1.2864 -3.8880
S 0.3825 1.1134 -2.2587
H 4.5383 -1.1511 -0.2917
H 7.0427 -3.0259 1.2615
H 6.6874 -4.1552 3.4344
H 4.4945 -3.9749 4.5868
H 2.6753 -2.6642 3.5257
H 3.1939 1.3019 -4.6014
H 2.8511 2.4972 -3.3333
H 0.9403 0.4043 -4.4928
H 0.6891 2.1630 -4.3463
N -0.4307 3.5895 -0.1767
C -0.3695 4.1814 -1.4248
C -1.5338 4.4145 -2.1630
C -1.4599 4.9135 -3.4535
C -0.2319 5.1871 -4.0440
C 0.9269 4.9646 -3.3102
C 0.8641 4.4697 -2.0176
H 0.4348 3.5380 0.3397
H -1.2366 3.7987 0.3942
H -2.4948 4.1913 -1.7139
H -2.3745 5.0925 -4.0058
H -0.1805 5.5827 -5.0495
H 1.8935 5.1907 -3.7454
H 1.7730 4.3015 -1.4498
C -2.8677 -2.1672 4.0383
C -2.5040 -1.6811 2.6336
C -3.1680 -2.5877 1.5990
C -0.9834 -1.6377 2.4708
H -3.9514 -2.2003 4.1786
H -2.4461 -1.5116 4.8022
H -2.4747 -3.1743 4.2070
H -2.9065 -0.6700 2.5175
H -2.7937 -3.6120 1.6995
H -2.9749 -2.2580 0.5790
H -4.2515 -2.6143 1.7375
H -0.6167 -2.6573 2.3154
H -0.5271 -1.3096 3.4136

## Properties
* molar mass: 955.8 g/mol
* total energy: -95178.16418 eV
* orbital gap (alpha / beta): 6.0 / 5.9 eV
* ΔE to the lowest compared entry with this formula, charge and spin: 0.0 kcal/mol
* 2S+1: 1
* F_max: 0.0186 Eh/bohr
* HOMO energy (alpha / beta): -6.61 / -6.38 eV
* LUMO (alpha / beta): -0.58 / -0.52 eV



No. 3
ORCA calculation (ωB97M-V/def2-TZVPD) on a molecular structure, C39H42As2IIrN5S2.

Cartesian coordinates (Å):
Ir 1.6017 -0.1893 -0.2264
C 5.5931 -0.3171 0.1304
As 4.1751 -0.1986 -1.1873
C 4.7250 -1.6147 -2.3816
C 4.4801 1.4087 -2.1895
C 5.4564 1.4637 -3.1792
C 5.6185 2.6243 -3.9252
C 4.7992 3.7202 -3.6949
C 3.8342 3.6760 -2.6962
C 3.6764 2.5194 -1.9416
As 2.4943 2.4409 -0.4379
C 1.3560 3.9922 -0.5811
C 3.6263 2.9207 1.0578
H 6.5357 -0.3458 -0.4163
H 5.4914 -1.2343 0.7101
H 5.6008 0.5454 0.7900
H 5.7826 -1.4593 -2.5923
H 4.1611 -1.5863 -3.3083
H 4.6110 -2.5772 -1.8867
H 6.0973 0.6166 -3.3864
H 6.3818 2.6686 -4.6901
H 4.9167 4.6168 -4.2885
H 3.2178 4.5482 -2.5215
H 1.9989 4.8721 -0.5618
H 0.6882 4.0140 0.2778
H 0.7805 3.9655 -1.5032
H 4.1103 3.8659 0.8123
H 4.3887 2.1652 1.2157
H 3.0283 3.0387 1.9601
S -0.3736 1.1945 -0.8490
C -1.8607 0.5321 -0.3034
N -2.9215 1.2700 -0.1724
C -4.1992 0.6862 0.2730
C -4.3449 -0.6753 -0.3352
N -3.1735 -1.4889 0.0479
C -3.4330 -2.9045 0.3398
C -4.1870 -3.1228 1.6387
C -3.8220 -2.5522 2.8179
C -4.5786 -2.8118 4.0247
C -5.7032 -3.6677 4.0332
C -6.0705 -4.2564 2.8618
C -5.3249 -3.9815 1.6620
C -1.9626 -0.9500 0.0723
S -0.5698 -1.7734 0.4624
C -3.0012 2.7314 -0.4979
C -3.9344 2.9442 -1.6589
C -5.1278 3.6312 -1.4760
C -5.9883 3.8217 -2.5513
C -5.6558 3.3242 -3.8007
C -4.4628 2.6334 -3.9852
C -3.5983 2.4503 -2.9177
H -4.9953 1.3456 -0.0672
H -4.2029 0.6536 1.3656
H -4.4177 -0.6249 -1.4239
H -5.2402 -1.1615 0.0478
H -2.4769 -3.4246 0.3689
H -4.0083 -3.3092 -0.4943
H -2.9684 -1.8884 2.8910
H -4.2475 -2.3383 4.9418
H -6.2381 -3.8546 4.9546
H -6.9177 -4.9280 2.8070
H -5.6586 -4.4504 0.7419
H -1.9946 3.0833 -0.6995
H -3.3718 3.2188 0.4051
H -5.3809 4.0405 -0.5041
H -6.9108 4.3687 -2.4123
H -6.3173 3.4901 -4.6402
H -4.2013 2.2604 -4.9662
H -2.6513 1.9413 -3.0728
N -1.6953 -0.7851 4.9824
C -0.6218 -0.4885 4.7062
C 0.6742 -0.2031 4.1410
C 1.8793 -0.2811 4.8280
C 3.0494 -0.1308 4.0984
C 2.9749 0.0398 2.7277
N 1.8061 0.1172 2.0662
C 0.6835 0.0399 2.7767
H 1.9043 -0.4678 5.8939
H 4.0143 -0.1702 4.5846
H 3.8731 0.1190 2.1290
H -0.2467 0.1403 2.2379
I 1.1536 -1.8860 -2.7268
C 2.0224 -3.1088 -1.2710
C 2.2937 -4.4409 -1.5115
C 2.9229 -5.1542 -0.4982
C 3.2431 -4.5146 0.6925
C 2.9244 -3.1788 0.8385
N 2.3221 -2.4787 -0.1350
H 2.0388 -4.9038 -2.4545
H 3.1644 -6.1994 -0.6426
H 3.7359 -5.0415 1.4975
H 3.1490 -2.6406 1.7511

## Properties
* molar mass: 1113.9 g/mol
* total energy: -202821.99152 eV
* orbital gap (alpha / beta): 5.7 / 3.6 eV
* net charge: +4
* ΔE to the lowest compared entry with this formula, charge and spin: 3.0 kcal/mol
* 2S+1: 6
* F_max: 0.0121 Eh/bohr
* HOMO energy (alpha / beta): -16.81 / -17.45 eV
* LUMO (alpha / beta): -11.08 / -13.82 eV